(1)
14
Properties=species:S:1:pos:R:3:forces:R:3:nbo_charge:R:1 method="wB97M-V/def2-TZVPD" relative_energy_ev=1.478 smiles="CS/C=C(/F)C(N)=S" energy_ha=-1106.9470 homo_lumo_gap_ev=8.099
H 0.402 -1.381 0.477 0.50 -0.66 0.22 0.39
N -0.581 -1.558 0.402 0.02 -3.38 -0.52 -0.77
H -0.858 -2.614 0.194 0.27 3.63 0.57 0.43
S -2.878 -0.359 -0.139 -0.30 -0.36 -0.25 -0.09
F -1.285 1.858 0.157 1.09 -0.12 0.57 -0.31
H 1.263 1.874 -0.019 -0.28 0.62 -0.45 0.23
H 4.082 0.981 0.207 -0.31 -0.46 -0.86 0.23
C 0.792 0.917 -0.153 3.00 0.20 1.38 -0.38
H 3.654 -0.034 1.466 -0.72 -0.53 -0.56 0.23
C 3.611 -0.009 0.354 1.92 0.04 1.32 -0.78
C -0.473 0.768 0.166 -1.46 0.69 -1.45 0.32
S 2.052 -0.336 -0.451 -0.79 -0.49 -0.73 0.23
H 4.317 -0.863 0.006 -1.31 1.60 0.31 0.26
C -1.265 -0.455 0.114 -1.64 -0.79 0.46 0.01

---

(2)
12
Properties=species:S:1:pos:R:3:forces:R:3:nbo_charge:R:1 method="wB97M-V/def2-TZVPD" relative_energy_ev=2.023 total_charge=-1 energy_ha=-377.2157 homo_lumo_gap_ev=6.182
C -0.408 -0.125 -0.568 -0.30 -0.46 3.11 -0.43
C -1.836 -0.443 1.325 1.31 2.27 -3.01 0.96
N 1.617 0.034 -0.285 1.79 0.29 0.13 -0.51
O -2.487 0.519 1.434 -1.73 2.29 0.28 -0.67
N 0.725 -1.128 -0.508 0.79 1.37 0.45 -0.51
H 2.271 0.190 -1.037 0.20 -0.82 -0.36 0.31
H -0.907 -0.440 -1.403 -1.69 0.55 -2.56 0.15
H 0.728 1.789 -1.207 0.12 0.49 -0.79 0.15
H 0.481 1.570 0.565 -0.17 0.10 -1.03 0.15
O -1.494 -1.469 1.706 1.31 -4.40 1.71 -0.65
H 0.728 -1.558 0.416 -0.23 -0.17 -0.04 0.32
C 0.583 1.061 -0.438 -1.40 -1.51 2.12 -0.28

---

(3)
18
Properties=species:S:1:pos:R:3:forces:R:3:nbo_charge:R:1 method="wB97M-V/def2-TZVPD" relative_energy_ev=1.214 smiles=O.O.O.O.O.O energy_ha=-458.6279 homo_lumo_gap_ev=11.778
H -0.762 1.182 -2.641 1.39 -0.48 -0.11 0.50
H -1.058 -0.603 1.472 -0.27 -1.15 0.14 0.52
O 0.697 0.019 -2.326 -0.08 -0.07 -0.51 -1.00
H 1.844 0.967 3.212 0.29 0.43 0.62 0.48
O -1.673 1.288 -2.413 -1.65 0.88 0.95 -0.97
O -1.047 -0.848 2.423 0.82 -0.67 0.89 -1.00
H 1.618 -0.846 0.339 -1.41 -4.10 1.50 0.46
H 0.590 0.250 2.582 2.34 0.14 -0.41 0.53
H 2.113 0.452 0.914 -0.90 -1.34 -2.58 0.52
H -1.703 2.084 -1.850 0.00 -0.41 -0.51 0.46
H 1.242 -0.334 -3.030 0.12 -0.03 -0.14 0.47
H 1.257 0.032 -1.529 0.00 0.17 0.28 0.51
H -1.512 -1.514 -0.824 0.31 -1.56 -1.49 0.48
O 1.888 -0.061 0.010 2.39 5.11 0.64 -0.99
H -0.847 -1.818 2.574 -0.38 1.89 -0.86 0.48
H -1.788 -0.022 -0.748 0.41 -1.05 0.35 0.51
O 1.604 0.458 2.449 -2.72 -0.57 0.55 -0.99
O -1.594 -0.834 -0.203 -0.65 2.80 0.71 -0.98

---

(4)
79
Properties=species:S:1:pos:R:3:forces:R:3:lowdin_charge:R:1 method="wB97M-V/def2-TZVPD" smiles=ClC(Cl)Cl.ClC(Cl)Cl.ClC(Cl)Cl.ClC(Cl)Cl.ClC(Cl)Cl.ClC(Cl)Cl.ClC(Cl)Cl.c1ccncc1.c1ccncc1.c1ccncc1.c1ccncc1 energy_ha=-10927.9490 homo_lumo_gap_ev=9.515
Cl 13.407 2.249 -6.654 -0.06 0.37 0.62 0.52
C 2.851 15.954 -12.180 2.15 -0.41 1.08 -0.13
C 11.043 0.845 -15.725 -0.61 2.38 0.03 -0.05
Cl 4.810 3.198 -6.254 -0.22 0.25 -0.13 0.50
Cl 19.135 9.676 -8.210 0.07 -0.17 -0.43 0.50
H 7.553 10.023 -10.873 0.00 0.11 -0.34 0.09
C 6.826 13.148 -3.916 0.86 1.62 -0.42 -0.18
N 12.322 2.322 -14.267 -0.89 0.60 -0.71 0.04
H 5.342 15.350 -10.092 -0.27 -0.80 0.30 0.10
N 9.134 10.530 -9.685 1.54 -1.10 0.15 0.04
N 7.241 14.446 -3.938 0.55 0.07 2.09 0.06
C 3.691 4.389 -6.957 0.02 -0.06 0.10 -1.52
C 0.215 8.254 -11.357 0.21 0.39 -0.13 -1.57
C 7.447 15.055 -2.700 -1.54 -1.69 -2.10 -0.11
Cl 4.213 6.047 -6.550 -0.25 -0.54 -0.18 0.50
Cl 14.585 14.523 -9.426 -0.18 -0.60 0.07 0.50
Cl 1.525 9.350 -10.909 0.16 0.08 -0.06 0.51
H 9.360 1.927 -16.744 -0.05 -0.57 -0.10 0.10
C 8.513 8.211 -10.223 1.47 1.08 0.78 -0.06
C 10.184 1.965 -16.047 0.62 -1.59 0.25 -0.08
C 5.590 15.538 -12.182 -0.13 -0.43 0.04 -0.09
Cl 5.681 -1.331 -11.106 0.30 0.44 -0.31 0.51
C 3.584 16.091 -13.355 0.26 0.45 -0.48 -0.09
Cl 4.708 11.586 -18.066 0.56 -0.27 -0.26 0.50
H 6.413 9.897 -18.352 -0.51 -0.10 0.22 0.02
C 11.478 3.346 -14.562 0.11 -1.78 -0.78 -0.12
C 9.614 7.760 -9.473 -0.42 0.35 -0.51 -0.10
C 6.360 -0.243 -12.338 -0.27 0.48 0.05 -1.49
H 6.655 15.367 -12.145 0.10 0.15 -0.01 0.10
H 14.003 15.784 -7.518 -0.14 -0.06 -0.28 0.02
Cl 15.003 17.260 -9.022 -0.48 0.47 0.14 0.50
H 7.418 -0.464 -12.479 -0.36 -0.14 -0.07 0.01
H 7.789 7.501 -10.594 0.00 0.24 -0.41 0.09
C 13.918 15.923 -8.596 0.57 -0.07 0.04 -1.56
Cl 11.412 1.229 -8.456 -0.18 -0.13 -0.24 0.55
C 4.951 15.892 -13.355 0.48 -0.69 0.36 -0.09
H 10.693 10.832 -8.357 0.35 -0.12 -0.07 0.09
Cl 13.926 -0.244 -7.974 -0.44 0.26 -0.24 0.49
C 10.437 8.669 -8.831 0.22 1.81 -0.10 -0.08
H 7.733 16.095 -2.759 0.22 0.01 0.06 0.09
C 4.830 15.356 -11.043 -1.90 1.42 -0.35 -0.14
H 6.764 12.548 -4.812 -0.03 0.65 -0.64 0.10
H 6.162 11.474 -2.867 0.09 -0.13 0.29 0.10
H 10.954 -0.164 -16.100 -0.27 0.15 -0.29 0.09
H 6.446 12.636 -0.605 -0.12 -0.20 0.00 0.10
Cl 2.023 4.069 -6.424 0.41 0.18 -0.09 0.51
Cl 6.309 1.490 -11.818 -0.08 -0.84 -0.15 0.47
H 7.272 14.973 -0.559 -0.07 -0.10 0.12 0.10
Cl 19.971 7.709 -10.228 0.10 0.36 -0.04 0.53
C 6.540 12.482 -2.782 -0.41 0.00 2.44 -0.09
H 5.574 15.968 -14.234 -0.29 0.25 -0.30 0.10
C 12.085 1.124 -14.850 -0.67 0.35 -0.03 -0.17
C 18.783 8.934 -9.797 -0.17 0.42 0.17 -1.57
Cl 5.472 -0.446 -13.875 0.43 0.08 0.47 0.50
C 13.111 1.350 -8.122 1.18 -0.19 0.05 -1.58
C 8.412 9.617 -10.358 -0.72 -0.68 1.14 -0.16
C 5.972 10.454 -17.525 -0.86 0.01 1.38 -1.48
H -0.256 8.681 -12.242 -0.15 -0.14 0.36 0.01
C 10.194 10.073 -8.941 -2.27 -1.49 -0.86 -0.11
H 11.743 4.310 -14.153 -0.14 0.04 0.23 0.09
Cl -0.922 8.161 -10.013 -0.08 -0.21 -0.28 0.52
C 7.121 14.427 -1.478 0.88 1.15 -1.26 -0.09
H 1.836 16.319 -12.126 -0.24 -0.50 0.17 0.10
Cl 7.270 11.278 -16.689 0.34 0.33 -0.23 0.52
N 3.470 15.551 -11.023 0.51 0.57 -0.93 0.05
H 9.662 3.980 -15.625 0.18 0.20 -0.07 0.10
Cl 0.866 6.685 -11.828 -0.13 -0.11 0.11 0.52
H 13.660 1.902 -8.884 -0.50 -0.30 -0.20 0.01
H 12.734 0.291 -14.624 0.39 0.17 0.37 0.09
Cl 17.192 8.234 -9.799 -0.79 -0.45 0.18 0.53
H 18.686 9.730 -10.536 0.78 -0.16 0.12 0.01
Cl 5.180 9.399 -16.249 0.47 0.03 -1.10 0.44
H 11.274 8.325 -8.243 0.07 -0.03 0.04 0.09
H 9.866 6.712 -9.415 -0.24 -0.16 0.17 0.10
C 10.371 3.184 -15.447 1.32 0.04 1.12 -0.09
C 6.676 13.143 -1.531 -0.41 -1.38 -0.58 -0.08
H 3.196 16.454 -14.296 -0.66 -0.03 0.11 0.10
Cl 12.226 16.150 -9.017 0.22 0.24 0.04 0.54
H 3.714 4.258 -8.039 0.04 0.18 0.29 0.01

---

(5)
41
Properties=species:S:1:pos:R:3:forces:R:3:nbo_charge:R:1 method="wB97M-V/def2-TZVPD" total_charge=+1 energy_ha=-1166.2113 homo_lumo_gap_ev=9.179
C -2.494 2.923 2.462 -0.68 -0.65 0.18 0.03
H -1.392 1.065 3.321 -0.45 0.99 -2.33 0.25
H -2.746 -2.788 -1.329 -0.35 1.86 -1.96 0.18
H -2.380 0.751 1.718 1.55 1.51 0.89 0.23
H -2.044 -0.681 0.092 1.42 1.32 -1.58 0.26
B 0.909 -1.017 1.037 1.05 -3.28 1.63 0.98
H 1.823 3.210 -2.945 -1.34 -1.50 -0.77 0.20
C 1.431 1.337 -1.101 1.56 0.68 -0.21 -0.50
H 1.577 2.069 -4.462 -0.96 0.81 2.35 0.23
H -1.798 3.795 2.867 -1.54 -1.79 -1.21 0.20
H 2.898 -3.116 3.147 -1.01 -1.36 -2.15 0.23
N 1.224 1.049 -2.572 1.97 1.28 0.17 -0.64
C -0.297 1.868 1.393 -0.07 0.34 0.06 -0.69
H -0.847 -0.607 -2.908 -0.61 -1.71 2.08 0.26
H 2.512 0.947 -0.781 -2.36 0.85 -0.40 0.25
H 3.472 -1.637 1.299 -1.72 -1.83 -0.84 0.19
F -3.785 -0.959 -2.002 2.50 -2.16 -0.30 -0.40
H 3.257 -4.616 2.010 -1.55 2.12 0.05 0.24
C -1.190 -1.226 -1.953 -1.37 0.77 -0.66 -0.46
H -2.793 -2.413 -3.262 0.21 0.96 2.32 0.22
C -1.426 -0.116 -0.759 -1.04 -0.88 0.29 -0.71
H 3.482 -3.100 0.101 -1.81 1.43 1.37 0.22
H 0.670 1.992 2.074 -2.20 -0.23 -1.38 0.27
C -2.674 -1.961 -2.184 0.44 0.40 0.46 0.03
C 2.808 -2.549 0.910 2.43 -1.69 0.75 -0.10
F -3.149 3.333 1.165 1.86 -0.92 2.67 -0.40
H 0.038 2.712 -3.566 2.34 -0.69 0.69 0.22
H -3.395 2.745 3.211 1.98 0.41 -1.67 0.21
H -0.520 2.898 0.833 0.67 -2.38 0.96 0.28
H 1.414 2.506 -0.919 -0.12 -2.39 -0.05 0.25
H -2.110 0.793 -1.082 1.60 -1.88 0.48 0.30
H 1.433 -3.924 2.111 2.46 0.37 0.28 0.22
C -1.647 1.498 2.246 -0.58 1.13 0.52 -0.47
O 1.551 -2.106 0.273 -0.49 3.43 2.62 -0.74
O 0.737 -1.008 2.529 -0.99 -0.62 -3.53 -0.95
H -0.457 -2.097 -1.672 -1.20 1.94 -0.50 0.24
C 1.152 2.359 -3.386 -0.10 -0.20 -1.51 -0.45
H 2.152 0.635 -2.891 -1.81 0.43 0.56 0.38
P 0.174 0.513 0.075 -1.40 1.55 -0.18 1.05
C 2.581 -3.652 2.131 0.04 0.91 0.13 -0.66
H -0.148 -1.424 2.769 1.64 0.66 -0.29 0.52

---

(6)
51
Properties=species:S:1:pos:R:3:forces:R:3:nbo_charge:R:1 method="wB97M-V/def2-TZVPD" smiles="O=C(NCc1n[nH]c(=S)n1-c1cccc(Cl)c1)c1ccc(S(=O)(=O)N2CCCC2)cc1" energy_ha=-2530.2284 homo_lumo_gap_ev=8.200
H 4.183 0.291 6.699 0.06 0.06 0.07 0.23
C -1.573 1.605 -3.058 -0.41 0.09 -0.51 -0.32
H -1.208 -0.333 -3.849 0.02 -0.13 -0.06 0.24
C 2.675 -0.912 5.758 0.03 -0.02 -0.09 -0.18
Cl 6.261 0.512 4.771 0.19 0.10 0.01 0.02
H 0.401 -0.934 -2.057 0.05 -0.09 -0.01 0.21
O 1.025 1.070 1.167 -0.10 0.09 0.18 -0.61
H -1.754 3.512 -2.132 -0.01 0.15 0.05 0.24
C -4.770 2.316 -2.640 -0.16 0.46 0.49 -0.24
C 2.299 -3.642 2.336 -0.02 -0.29 -0.24 0.21
H 2.013 -0.883 6.609 -0.06 0.01 0.08 0.23
N 2.301 -0.021 -0.341 0.30 -0.15 -0.16 -0.60
H -5.003 -0.695 -1.572 0.04 -0.06 0.02 0.22
S 2.045 -4.681 3.572 -0.13 -0.55 0.53 -0.22
N 2.788 -2.345 2.371 -0.30 -0.68 -0.65 -0.42
N -4.279 1.581 -3.784 0.94 0.39 -0.66 -0.65
H -5.845 2.469 -2.772 0.10 0.05 -0.01 0.20
C 2.839 -1.902 1.071 -0.23 -0.24 -0.28 0.35
H -5.329 1.467 -0.713 0.03 0.04 0.06 0.22
C -0.968 0.363 -3.060 0.02 -0.11 -0.14 -0.20
C -4.290 0.016 -1.983 -0.05 -0.08 0.00 -0.43
H -4.282 3.288 -2.610 -0.17 0.08 0.10 0.23
H 2.352 -0.428 -1.261 -0.07 0.11 0.03 0.41
C 3.890 -0.252 5.815 0.14 0.01 -0.07 -0.23
C -0.053 0.047 -2.070 0.01 0.15 0.10 -0.16
C 2.297 -1.604 4.622 -0.01 0.06 -0.14 -0.21
C 0.246 0.980 -1.080 -0.33 0.07 -0.11 -0.13
H 5.066 -1.047 2.739 0.09 -0.01 -0.07 0.23
O -2.771 3.422 -4.522 0.00 0.06 0.37 -0.94
C -0.379 2.224 -1.087 0.04 -0.12 0.02 -0.16
C -4.491 0.179 -3.501 -0.01 -0.69 0.04 -0.24
H -3.807 -0.410 -4.108 -0.14 -0.16 0.00 0.23
C -1.283 2.543 -2.085 0.05 0.13 0.07 -0.20
H -5.517 -0.072 -3.784 0.10 -0.01 -0.03 0.20
H 3.158 0.151 1.518 0.11 -0.11 -0.18 0.26
N 2.098 -3.877 1.012 0.27 0.59 0.80 -0.38
C 3.155 -1.639 3.531 0.20 0.35 0.66 0.23
H 1.350 -2.115 4.579 -0.05 -0.04 -0.03 0.25
O -2.494 1.153 -5.468 0.04 -0.28 0.23 -0.94
H -3.600 1.765 -0.883 -0.07 -0.01 0.03 0.22
H -0.142 2.928 -0.304 0.00 0.06 0.06 0.24
C 1.198 0.679 0.031 0.15 0.00 -0.18 0.67
H 1.749 -4.730 0.607 0.03 0.06 0.13 0.43
C 3.220 -0.518 0.654 -0.07 0.19 0.00 -0.28
C -4.494 1.431 -1.410 -0.07 0.04 0.05 -0.43
H 4.235 -0.505 0.247 -0.09 0.04 0.13 0.23
S -2.770 2.001 -4.347 -0.18 0.04 -0.23 2.33
C 4.738 -0.299 4.718 -0.27 -0.07 0.02 -0.02
H -3.286 -0.346 -1.764 -0.06 -0.03 0.02 0.21
C 4.385 -0.994 3.574 -0.14 -0.14 0.06 -0.27
N 2.421 -2.810 0.248 0.22 0.59 -0.58 -0.28

---

Calculated LUMO energy, -0.25; 4.30; 0.61; -0.06; -3.89; -0.05 eV (same order as the records).